Entry from the OMol25 dataset: a single C2HN3O2 molecule (wB97M-V/def2-TZVPD).

The energy above the lowest of the compared OMol25 structures with the same formula, charge and spin is 97.16 kcal/mol. As for the HOMO energy: -9.97 eV. Its structure (SMILES) is O=C=N/N=N\C=O. Its charge is 0. Its spin multiplicity is 1. Its total energy is -10651.787 eV. As for the LUMO energy: -0.52 eV. The calculation puts the HOMO-LUMO gap at 0.34724 hartree.

XYZ file:
```
8
C2HN3O2 wB97M-V/def2-TZVPD
O -2.08 1.44 0.41
O 3.24 -0.18 0.93
N 1.12 -0.22 -0.06
N -0.88 -0.09 -0.94
N 0.30 -0.31 -1.10
C -1.77 0.34 0.03
C 2.28 -0.30 0.30
H -2.22 -0.67 0.43
```

Löwdin population analysis, charges in e, atoms 1 to 4:
1. O 0.065
2. O 0.193
3. N 0.113
4. N 0.061